# 1
The following is a DFT calculation (the ωB97M-V functional and the def2-TZVPD basis) of a cluster of 2 separate species, C5H17N2O in total at a distorted geometry.

Output
2S+1	1
molecular weight	121.204	g/mol
total energy	-10481.252	eV
net charge	+1
LUMO level	-2.734	eV
Kohn-Sham gap	10.36	eV

Each line ends with the Löwdin charge.
CARTESIAN COORDINATES (ANGSTROEM)
C (-0.148000, 0.370827, -1.749056)  -0.16
N (-0.707985, 1.501757, -0.997360)  -0.13
C (-2.071893, 1.830249, -1.374003)  -0.12
C (0.956643, -0.267824, -0.816346)  -0.31
N (0.191929, -0.708773, 0.431034)  0.04
C (1.064905, -0.995966, 1.571990)  -0.03
C (1.671916, -1.317146, -1.588843)  -0.06
H (0.459856, 0.626239, -2.610064)  0.13
H (-0.936535, -0.368471, -1.896534)  0.13
H (-0.059866, 2.270931, -0.980470)  0.12
H (-2.111538, 2.902348, -1.576281)  0.08
H (-2.430464, 1.397523, -2.315590)  0.09
H (-2.858951, 1.686967, -0.624206)  0.08
H (1.610119, 0.531670, -0.485311)  0.15
H (-0.351277, -1.497399, 0.084399)  0.18
H (-0.456732, 0.092528, 0.540022)  0.15
H (0.895745, -2.001208, 1.974933)  0.12
H (2.104767, -0.968761, 1.219068)  0.10
H (1.142573, -0.217312, 2.322705)  0.09
H (1.602359, -1.342288, -2.692600)  0.10
H (2.724903, -1.520570, -1.396723)  0.09
H (1.341193, -2.369875, -1.490335)  0.10
H (-1.290957, -0.992935, 3.759766)  0.07
H (-1.084204, 0.556927, 3.986417)  0.06
O (-0.656874, -0.253362, 3.674326)  -0.07

Cartesian forces, eV/Å:
C 1.489 0.332 2.320
N -0.260 -1.731 -0.151
C -0.762 1.742 -0.539
C -1.554 0.760 -1.052
N 0.449 0.493 -1.582
C 2.116 -0.557 0.333
C 1.005 -3.221 -0.819
H -0.688 0.135 -0.718
H 0.132 0.070 -0.559
H -0.222 0.328 -0.184
H -0.088 0.083 0.016
H 0.403 -0.308 0.196
H 0.500 -0.449 0.191
H 0.164 0.062 0.091
H -0.076 -0.259 0.617
H 0.010 0.002 0.350
H -0.226 0.579 0.110
H -0.261 -0.523 -0.394
H -1.113 -0.110 0.051
H -0.155 1.230 0.413
H 0.192 0.843 0.336
H -0.730 0.410 0.791
H 0.308 0.833 0.217
H -0.129 -0.446 0.086
O -0.505 -0.296 -0.118


# 2
The following is a DFT calculation (the ωB97M-V functional and the def2-TZVPD basis) of a cluster of 2 separate species, C5H17N2O in total at a distorted geometry.

Output
2S+1	2
molecular weight	121.204	g/mol
total energy	-10468.638	eV
<S²>	0.7543
net charge	+2
LUMO level (alpha / beta)	-6.842 / -11.829	eV
Kohn-Sham gap (alpha / beta)	11.36 / 6.38	eV

Each line ends with the Löwdin charge.
CARTESIAN COORDINATES (ANGSTROEM)
C (-0.250927, -0.599493, 1.640630)  -0.07
N (0.165565, -1.944101, 1.256286)  0.14
C (-0.631190, -2.606791, 0.226139)  0.02
C (0.011803, 0.532309, 0.430105)  -0.26
N (-0.284058, 1.876726, 1.088206)  0.19
C (1.567739, 1.698393, -1.285148)  -0.10
C (1.402020, 0.594819, -0.215769)  -0.21
H (-1.299584, -0.560710, 1.957655)  0.15
H (0.403289, -0.325573, 2.556023)  0.17
H (0.375067, -2.498201, 2.118214)  0.20
H (-1.638840, -2.850558, 0.601578)  0.15
H (-0.098856, -3.480488, -0.206155)  0.14
H (-0.687011, -1.944015, -0.658937)  0.10
H (-0.940383, 0.480036, -0.322102)  0.17
H (0.514635, 2.064777, 1.795659)  0.22
H (-1.103663, 1.905323, 1.701134)  0.17
H (-0.371646, 2.641228, 0.402867)  0.17
H (1.469271, 2.721942, -0.835154)  0.08
H (0.771257, 1.799146, -2.099950)  0.09
H (2.402878, 1.525245, -2.116555)  0.15
H (1.589690, -0.430821, -0.614373)  0.13
H (2.122409, 0.784234, 0.596418)  0.13
H (-1.135066, -0.182911, -3.354183)  0.06
H (-2.210196, 0.626225, -2.686934)  0.03
O (-1.491309, 0.060165, -2.502798)  -0.03

Cartesian forces, eV/Å:
C 3.153 2.232 -0.216
N -2.919 -0.187 1.246
C 1.733 0.094 -1.835
C -3.599 -0.577 -0.503
N 1.862 0.090 2.230
C -0.648 0.593 -2.916
C -0.324 -0.632 -0.333
H -0.059 -0.405 -0.252
H -1.064 -0.298 -1.388
H 0.585 0.055 -1.051
H 0.253 -0.040 0.170
H -0.430 0.056 0.939
H -0.453 0.100 0.623
H 2.713 -0.412 1.256
H -1.196 0.261 -1.582
H -0.345 -0.161 -0.394
H 0.284 -0.220 0.206
H 1.193 -0.796 -0.403
H 0.069 -0.887 1.464
H -0.880 0.610 2.748
H 0.084 0.803 0.134
H 0.016 -0.248 -0.220
H 0.145 -0.151 -0.470
H -1.407 0.953 -0.464
O 1.232 -0.833 1.011


# 3
The following is a DFT calculation (the ωB97M-V functional and the def2-TZVPD basis) of a cluster of 2 separate species, C5H17N2O in total at a distorted geometry.

Output
2S+1	2
molecular weight	121.204	g/mol
total energy	-10468.447	eV
<S²>	0.7542
net charge	+2
LUMO level (alpha / beta)	-7.303 / -13.227	eV
Kohn-Sham gap (alpha / beta)	11.21 / 5.29	eV

Each line ends with the Löwdin charge.
CARTESIAN COORDINATES (ANGSTROEM)
N (0.957893, 2.186868, -1.896299)  0.35
C (0.336837, 0.951595, -2.461841)  -0.09
C (0.783329, -0.216056, -1.563726)  -0.02
N (0.095643, 0.063457, -0.132418)  0.06
C (0.993323, 0.000163, 2.234603)  -0.02
C (0.567639, -0.892595, 1.027239)  -0.31
C (-0.534406, -1.872151, 1.377789)  -0.06
H (0.434478, 2.999553, -1.539847)  0.19
H (0.281366, 1.061588, 0.016459)  0.13
H (1.748694, 2.516091, -2.451105)  0.17
H (0.738707, 0.729349, -3.499185)  0.19
H (-0.758483, 1.117677, -2.424218)  0.16
H (1.841684, -0.057678, -1.346540)  0.13
H (0.533630, -1.301859, -1.695863)  0.17
H (-0.953562, 0.027235, -0.204979)  0.12
H (1.820423, -0.540839, 2.710344)  0.10
H (0.366275, -0.014891, 3.127428)  0.10
H (1.344242, 0.981337, 1.923440)  0.08
H (1.438631, -1.402625, 0.650965)  0.14
H (-1.564166, -1.508906, 1.637582)  0.09
H (-0.888287, -2.443313, 0.504273)  0.09
H (-0.234392, -2.575919, 2.166584)  0.11
H (-3.195122, 0.524734, 1.255649)  0.09
H (-3.404809, -0.455142, 0.085521)  0.08
O (-2.749569, 0.122335, 0.498134)  -0.05

Cartesian forces, eV/Å:
N -0.584 -0.077 -2.591
C -0.263 -0.130 -0.036
C -0.901 -0.268 3.449
N 0.054 -0.280 -1.711
C 0.777 -1.512 0.182
C -0.973 1.570 1.248
C -1.868 -0.757 -0.595
H -0.211 -0.454 0.411
H 0.129 -0.535 0.956
H 0.726 -0.018 0.408
H -0.369 0.698 1.016
H 0.532 -0.240 -0.237
H 0.017 -0.597 -0.181
H 0.205 1.280 -1.064
H 0.455 -0.220 0.259
H 0.475 0.309 -0.480
H -0.941 0.568 -0.700
H -0.032 0.095 0.290
H 0.245 -0.133 -0.367
H 1.476 0.678 0.457
H 0.891 -0.382 -0.020
H 0.183 0.262 -0.383
H 0.015 0.012 -0.090
H -0.106 0.106 0.085
O 0.069 0.026 -0.305


# 4
The following is a DFT calculation (the ωB97M-V functional and the def2-TZVPD basis) of a cluster of 2 separate species, C5H17N2O2 in total at a distorted geometry.

Output
2S+1	1
molecular weight	137.203	g/mol
total energy	-12528.806	eV
net charge	+1
LUMO level	-2.713	eV
Kohn-Sham gap	10.13	eV

Each line ends with the Löwdin charge.
CARTESIAN COORDINATES (ANGSTROEM)
N (-0.910885, 0.013605, 1.012711)  0.21
C (-1.203310, -0.682365, -0.310109)  -0.30
C (-2.667107, -0.533002, -0.600960)  -0.05
C (-0.077560, -0.174040, -1.334006)  -0.14
N (1.184962, -0.200742, -0.600377)  -0.06
C (1.950745, 1.030369, -0.725447)  -0.19
C (1.782016, 1.978320, 0.475897)  -0.19
O (0.472474, 2.556989, 0.330355)  -0.12
H (-0.146125, -0.453915, 1.493413)  0.14
H (-0.533710, 0.973130, 0.829338)  0.12
H (-1.736581, 0.105229, 1.601731)  0.16
H (-0.964446, -1.751154, -0.249182)  0.11
H (-3.039539, -1.386848, -1.176435)  0.10
H (-3.352959, -0.270791, 0.247436)  0.10
H (-3.053233, 0.293631, -1.192104)  0.08
H (-0.511028, 0.746927, -1.714315)  0.12
H (-0.089475, -0.890558, -2.130274)  0.12
H (1.660717, -1.079722, -0.706426)  0.13
H (1.579285, 1.586726, -1.601761)  0.12
H (3.012980, 0.775799, -0.899246)  0.13
H (1.525350, 1.467537, 1.394889)  0.11
H (2.613469, 2.724753, 0.482312)  0.14
H (0.403970, 3.245472, -0.341707)  0.11
H (-0.887423, -4.071199, 1.518234)  0.06
H (0.517643, -3.331235, 1.867286)  0.03
O (-0.242030, -3.385376, 1.304001)  -0.04

Cartesian forces, eV/Å:
N 0.586 0.474 -0.388
C 1.022 -0.094 -0.467
C -1.991 0.633 -0.567
C -2.081 -1.204 1.745
N -1.179 1.111 -0.290
C 1.219 -0.264 0.134
C -0.690 0.128 -1.360
O -0.682 0.669 0.061
H -0.130 -0.253 0.113
H -0.365 -0.193 -0.146
H 0.068 -0.293 0.033
H -0.228 0.351 0.959
H -0.039 -0.088 0.583
H 0.845 -1.253 0.025
H 1.086 0.596 -0.748
H 1.088 0.611 -0.007
H -0.006 -0.335 -0.667
H 0.359 0.179 -0.314
H 0.447 -0.094 0.143
H -0.404 0.255 0.138
H 1.566 -0.401 0.461
H -0.794 -0.501 0.494
H 0.251 -0.090 0.004
H 0.736 0.027 0.489
H 0.210 -0.750 0.759
O -0.892 0.778 -1.188


# 5
The following is a DFT calculation (the ωB97M-V functional and the def2-TZVPD basis) of a cluster of 3 separate species, C5H17N2O2S in total at a distorted geometry.

Output
2S+1	1
molecular weight	169.270	g/mol
total energy	-23371.682	eV
net charge	-1
LUMO level	3.597	eV
Kohn-Sham gap	6.72	eV

Each line ends with the Löwdin charge.
CARTESIAN COORDINATES (ANGSTROEM)
C (0.213446, 0.875980, -0.698896)  -0.16
N (1.190971, -0.186045, -0.230400)  -0.10
C (1.033058, -1.467147, -0.902339)  -0.38
C (1.277920, -2.696163, -0.036191)  -0.72
S (-0.242957, -3.133978, 0.879629)  0.23
C (0.443811, 1.951128, 0.478857)  -0.41
N (1.803800, 2.491950, 0.258844)  -0.01
C (-0.603282, 3.097740, 0.383148)  -0.07
H (0.317091, 1.226566, -1.722990)  0.10
H (-0.811420, 0.480653, -0.679497)  0.09
H (1.116787, -0.256725, 0.772137)  0.07
H (0.033213, -1.469997, -1.422426)  0.09
H (1.818278, -1.446452, -1.678945)  0.09
H (1.975067, -2.404402, 0.808500)  0.04
H (1.872604, -3.482431, -0.549888)  0.05
H (0.478739, 1.480394, 1.457221)  0.12
H (2.410237, 1.681596, 0.147957)  0.05
H (1.952111, 3.169737, -0.466395)  0.05
H (-1.003274, 3.224723, -0.632732)  0.07
H (-0.011629, 3.945521, 0.724259)  0.05
H (-1.397575, 2.888554, 1.123131)  0.07
H (-1.803025, -2.905654, -1.130263)  -0.05
H (-2.973959, -2.934807, -0.191138)  0.00
O (-2.710699, -2.584731, -1.047060)  -0.14
H (-1.888611, -0.258786, 2.153980)  0.02
H (-2.155954, -1.091456, 0.904229)  -0.02
O (-2.334747, -0.195771, 1.297264)  -0.12

Cartesian forces, eV/Å:
C 0.161 -1.121 3.670
N -0.699 0.862 -1.239
C 0.566 0.139 -1.261
C 0.586 0.793 1.716
S -0.009 -0.606 -0.055
C -0.193 0.823 -3.924
N 0.279 -0.361 1.571
C 0.776 -0.986 1.132
H 0.941 0.370 0.071
H 0.002 -0.042 0.325
H -0.468 -0.420 0.075
H 0.783 -0.449 0.517
H -0.289 -0.220 -0.291
H -0.327 0.024 -1.034
H -0.958 0.155 -0.050
H -0.437 -0.168 -0.064
H 0.037 0.378 -0.305
H -0.453 -0.076 -0.426
H 0.156 0.015 0.408
H -0.502 0.592 -0.130
H 0.096 0.267 -0.639
H 0.228 -0.010 0.492
H 0.199 -0.079 0.039
O -0.655 0.142 -0.538
H -0.042 -0.061 -0.299
H 0.132 0.951 0.232
O 0.089 -0.911 0.010


# 6
The following is a DFT calculation (the ωB97M-V functional and the def2-TZVPD basis) of a cluster of 3 separate species, C5H17N2O3 in total at a distorted geometry.

Output
2S+1	1
molecular weight	153.202	g/mol
total energy	-14583.422	eV
net charge	-1
LUMO level	3.563	eV
Kohn-Sham gap	8.13	eV

Each line ends with the Löwdin charge.
CARTESIAN COORDINATES (ANGSTROEM)
N (-2.741751, 0.094877, 0.810448)  -0.03
C (-1.842966, 1.239718, 0.688052)  -0.28
C (-0.719261, 1.104842, 1.738161)  -0.24
N (0.583651, 1.404088, 1.169478)  -0.06
C (2.797756, 0.324353, 1.102028)  -0.06
C (1.357081, 0.340006, 0.494493)  -0.34
C (1.452811, 0.402632, -1.068005)  -0.22
O (1.428075, -0.960161, -1.566596)  -0.17
H (-2.197376, -0.734536, 0.547579)  0.06
H (-3.489852, -0.010132, 0.134942)  0.06
H (-2.371383, 2.165173, 0.909258)  0.09
H (-1.461442, 1.318086, -0.342710)  0.10
H (-0.810269, 0.065171, 2.137037)  0.11
H (-0.939038, 1.667264, 2.651355)  0.10
H (1.184046, 1.920354, 1.795231)  0.08
H (3.451955, -0.266714, 0.459611)  0.08
H (3.115253, 1.365774, 1.189845)  0.06
H (2.768197, -0.013374, 2.130105)  0.06
H (0.805817, -0.586122, 0.705455)  0.13
H (2.395783, 0.695617, -1.510895)  0.09
H (0.691784, 0.974520, -1.565820)  0.09
H (-1.603259, -2.204614, -2.171452)  -0.03
H (-1.295039, -1.400956, -3.421681)  -0.01
O (-2.073921, -1.791031, -3.014449)  -0.19
H (0.566116, -1.459696, -1.324138)  -0.02
H (-0.517431, -3.205985, -1.630414)  -0.07
O (-0.535335, -2.449154, -1.046920)  -0.40

Cartesian forces, eV/Å:
N 0.087 -1.263 0.208
C -0.430 -0.014 -0.267
C -0.058 -1.279 -0.337
N 0.502 0.619 0.033
C -1.367 0.179 -0.387
C 0.154 0.459 0.082
C -0.006 -2.634 -0.259
O 0.156 1.077 0.247
H 0.137 0.122 0.373
H -0.070 0.962 -0.164
H -0.318 0.104 -0.170
H 0.388 0.116 0.446
H 0.408 0.217 -0.461
H 0.221 0.553 -0.384
H -0.211 -0.056 0.095
H 0.110 0.081 0.301
H 0.338 0.059 -0.466
H 0.094 -0.551 0.188
H 0.414 -0.138 -0.158
H 0.529 0.936 0.625
H -0.759 0.558 0.213
H -0.574 1.231 -0.527
H -0.049 0.133 -0.113
O 0.297 -0.634 0.538
H 0.060 -0.344 -0.069
H 0.607 -0.599 0.130
O -0.658 0.109 0.281


What did the second record say?
The following is a DFT calculation (the ωB97M-V functional and the def2-TZVPD basis) of a cluster of 2 separate species, C5H17N2O in total at a distorted geometry.

Output
2S+1	2
molecular weight	121.204	g/mol
total energy	-10468.638	eV
<S²>	0.7543
net charge	+2
LUMO level (alpha / beta)	-6.842 / -11.829	eV
Kohn-Sham gap (alpha / beta)	11.36 / 6.38	eV

Each line ends with the Löwdin charge.
CARTESIAN COORDINATES (ANGSTROEM)
C (-0.250927, -0.599493, 1.640630)  -0.07
N (0.165565, -1.944101, 1.256286)  0.14
C (-0.631190, -2.606791, 0.226139)  0.02
C (0.011803, 0.532309, 0.430105)  -0.26
N (-0.284058, 1.876726, 1.088206)  0.19
C (1.567739, 1.698393, -1.285148)  -0.10
C (1.402020, 0.594819, -0.215769)  -0.21
H (-1.299584, -0.560710, 1.957655)  0.15
H (0.403289, -0.325573, 2.556023)  0.17
H (0.375067, -2.498201, 2.118214)  0.20
H (-1.638840, -2.850558, 0.601578)  0.15
H (-0.098856, -3.480488, -0.206155)  0.14
H (-0.687011, -1.944015, -0.658937)  0.10
H (-0.940383, 0.480036, -0.322102)  0.17
H (0.514635, 2.064777, 1.795659)  0.22
H (-1.103663, 1.905323, 1.701134)  0.17
H (-0.371646, 2.641228, 0.402867)  0.17
H (1.469271, 2.721942, -0.835154)  0.08
H (0.771257, 1.799146, -2.099950)  0.09
H (2.402878, 1.525245, -2.116555)  0.15
H (1.589690, -0.430821, -0.614373)  0.13
H (2.122409, 0.784234, 0.596418)  0.13
H (-1.135066, -0.182911, -3.354183)  0.06
H (-2.210196, 0.626225, -2.686934)  0.03
O (-1.491309, 0.060165, -2.502798)  -0.03

Cartesian forces, eV/Å:
C 3.153 2.232 -0.216
N -2.919 -0.187 1.246
C 1.733 0.094 -1.835
C -3.599 -0.577 -0.503
N 1.862 0.090 2.230
C -0.648 0.593 -2.916
C -0.324 -0.632 -0.333
H -0.059 -0.405 -0.252
H -1.064 -0.298 -1.388
H 0.585 0.055 -1.051
H 0.253 -0.040 0.170
H -0.430 0.056 0.939
H -0.453 0.100 0.623
H 2.713 -0.412 1.256
H -1.196 0.261 -1.582
H -0.345 -0.161 -0.394
H 0.284 -0.220 0.206
H 1.193 -0.796 -0.403
H 0.069 -0.887 1.464
H -0.880 0.610 2.748
H 0.084 0.803 0.134
H 0.016 -0.248 -0.220
H 0.145 -0.151 -0.470
H -1.407 0.953 -0.464
O 1.232 -0.833 1.011


- The highest total energy belongs to which entry?
  number 3


- Which of these has the highest total energy?
  number 3